<w>
Below is an isolated molecule of CH2N2O2Si, with properties calculated with ωB97M-V/def2-TZVPD.

SMILES ... N#C[SiH2][N+](=O)[O-]
E_LUMO ... -0.805 eV
Highest occupied orbital energy ... -11.1 eV
Total charge ... 0

XYZ file:
```
8
Properties=species:S:1:pos:R:3:lowdin_charge:R:1
N 0.8638 -2.5645 1.2297 0.055
C 0.8883 -1.5116 0.7522 -0.312
Si 0.4766 0.4255 0.3936 0.843
N -0.9658 0.4613 -0.9752 -0.494
O -1.6699 1.4671 -0.9830 -0.017
O -1.0776 -0.5375 -1.6664 0.001
H 1.7945 0.9045 -0.0092 -0.055
H -0.3099 1.3552 1.2583 -0.021
```

<x>
Below is a 2-piece molecular cluster, CH2N2O2Si overall, with properties calculated with ωB97M-V/def2-TZVPD.

E_LUMO (alpha / beta) ... -1.706 / -1.704 eV
Highest occupied orbital energy (alpha / beta) ... -10.5 / -10.5 eV
Total charge ... 0

XYZ file:
```
8
Properties=species:S:1:pos:R:3:lowdin_charge:R:1
C 0.1633 1.8635 0.2147 -0.361
N 0.5429 2.9236 0.3904 0.109
N 0.7113 -1.3090 -0.0489 -0.492
O 1.5344 -1.1744 -0.9814 -0.052
O 0.8453 -2.0368 0.8626 0.029
Si -0.5847 0.2412 -0.2142 0.777
H -1.0985 0.2243 -1.5138 -0.077
H -2.1140 -0.7323 1.2906 0.067
```

The most stable arrangement is <w>, and the next structure is 55.8 kcal/mol less stable.

<w>
Below is a 2-piece molecular cluster, ClF3Si overall, with properties calculated with ωB97M-V/def2-TZVPD.

E_LUMO ... -1.119 eV
Highest occupied orbital energy ... -11.1 eV
Total charge ... 0

XYZ file:
```
5
Properties=species:S:1:pos:R:3:lowdin_charge:R:1
F 0.3588 -1.9030 0.8950 -0.549
F 0.8359 1.4909 0.3662 -0.055
F -1.3082 0.5043 0.7946 -0.062
Si -0.0526 0.3197 -0.1112 0.177
Cl 0.1660 -0.4119 -1.9445 0.490
```

<x>
Below is an isolated molecule of ClF3Si, with properties calculated with ωB97M-V/def2-TZVPD.

SMILES ... F[Si](F)(F)Cl
E_LUMO ... -0.803 eV
Highest occupied orbital energy ... -12.0 eV
Total charge ... 0

XYZ file:
```
5
Properties=species:S:1:pos:R:3:lowdin_charge:R:1
F -0.5424 -1.3103 -0.8115 -0.089
Si -0.1364 -0.0418 0.0705 0.158
F -0.8877 0.1552 1.4421 -0.063
F -0.7174 1.1362 -0.7983 -0.077
Cl 2.2839 0.0607 0.0972 0.070
```

The most stable arrangement is <x>, and the next structure is 71.1 kcal/mol less stable.

<w>
Below is an isolated molecule of C3H8N2O, with properties calculated with ωB97M-V/def2-TZVPD.

SMILES ... C[C@@H](N)C(N)=O
E_LUMO ... 0.952 eV
Highest occupied orbital energy ... -9.2 eV
Total charge ... 0

XYZ file:
```
14
Properties=species:S:1:pos:R:3:lowdin_charge:R:1
C -0.4681 1.0050 -1.0545 -0.056
C 0.5611 0.2273 -0.2535 -0.365
N 0.8353 0.7545 1.0996 0.035
C 0.0183 -1.2153 -0.1345 -0.533
N -0.8205 -1.5582 0.8608 0.178
O 0.3238 -1.9900 -1.0342 0.025
H -1.4033 1.1775 -0.5075 0.084
H -0.6766 0.3424 -1.8964 0.088
H -0.1404 2.0172 -1.2886 0.078
H 1.5003 0.1779 -0.7952 0.136
H 0.4960 1.7025 1.1783 0.063
H 1.8233 0.7880 1.3203 0.073
H -1.1541 -2.4978 0.8696 0.107
H -0.8951 -0.9310 1.6356 0.088
```

<x>
Below is C3H8N2O as an isolated structure, with properties calculated with ωB97M-V/def2-TZVPD.

E_LUMO ... 0.836 eV
Highest occupied orbital energy ... -9.3 eV
Total charge ... 0

XYZ file:
```
14
Properties=species:S:1:pos:R:3:lowdin_charge:R:1
C -1.1216 0.6240 0.0813 -0.295
C 0.0168 -0.4681 0.0758 -0.140
C 1.3581 0.3439 0.0693 -0.608
H -3.0486 0.3367 -0.3749 -0.046
H -2.2974 -0.9081 -0.5058 0.077
H -1.1048 1.3822 -0.9282 0.152
H -1.1176 1.6387 1.1495 0.206
H -0.0339 -1.4488 1.0501 0.222
H 0.0985 -0.9445 -0.8351 0.060
H 2.2394 -1.4165 0.1517 -0.077
H 3.5293 0.0445 -0.0278 0.262
N -2.4254 -0.0800 0.0982 -0.024
N 2.4229 -0.5978 -0.0124 0.124
O 1.4843 1.4936 0.0083 0.088
```

<y>
Below is an isolated molecule of C3H8N2O, with properties calculated with ωB97M-V/def2-TZVPD.

SMILES ... C/C(CO)=N/N
E_LUMO ... 0.687 eV
Highest occupied orbital energy ... -8.8 eV
Total charge ... 0

XYZ file:
```
14
Properties=species:S:1:pos:R:3:lowdin_charge:R:1
C -0.7946 -1.2169 -1.0464 -0.054
C -0.3698 -0.0020 -0.2824 -0.352
C 0.9567 -0.0893 0.4853 -0.235
O 1.6485 -1.1997 -0.0257 -0.071
N -1.1294 1.0339 -0.2679 -0.017
N -0.6831 2.1153 0.5028 -0.013
H -0.0736 -1.4429 -1.8695 0.090
H -1.8042 -1.1131 -1.4577 0.078
H -0.7391 -2.0831 -0.3626 0.084
H 0.7616 -0.1031 1.5975 0.130
H 1.5065 0.8500 0.2873 0.119
H 2.5374 -1.2121 0.3673 0.103
H -1.4876 2.7001 0.6668 0.068
H -0.3293 1.7628 1.4053 0.070
```

The most stable arrangement is <w>, and the next structure is 43.6 kcal/mol less stable.